Arrangement one

DFT (ωB97M-V/def2-TZVPD) results for a cluster of 2 separate species, C10H15NO2 in total.

Structure (SMILES): Cc1ccc(O)cc1.CCC(N)=O
E_LUMO in eV: 0.64
HOMO in eV: -8.729
Spin multiplicity: 1

Last column: natural (NBO) charge in e.
Positions of all 28 atoms, in Å:
O: 1.32320 3.27220 0.04986  -0.706
O: -2.63622 -1.62919 0.26935  -0.612
N: -3.07286 0.19827 1.55182  -0.833
C: -2.39878 -0.94834 1.24571  0.680
C: 1.26291 2.09175 -0.66078  0.272
C: 2.29651 0.17360 -1.65958  -0.201
C: 0.96711 -1.87318 -2.31085  -0.630
C: -0.10247 -0.22672 2.00083  -0.605
C: -0.07598 0.31458 -1.59546  -0.200
C: -1.23679 -1.24669 2.18428  -0.506
C: 1.07332 -0.42287 -1.91174  -0.033
C: 0.02693 1.53962 -0.98276  -0.265
C: 2.40347 1.41089 -1.02775  -0.252
H: -1.03205 -0.18174 -1.76039  0.226
H: 1.12719 3.12034 0.97693  0.481
H: -0.84128 -2.22624 1.93581  0.233
H: -3.87541 0.53736 1.03910  0.407
H: 1.55012 -2.50863 -1.65512  0.219
H: -2.89197 0.57547 2.46788  0.387
H: 0.64023 -0.40933 2.77614  0.211
H: -0.37230 0.82709 2.01982  0.200
H: 0.36273 -0.41338 1.03275  0.228
H: 1.35563 -2.07629 -3.32047  0.216
H: 3.39667 1.77496 -0.78554  0.221
H: -0.84927 2.16924 -0.84562  0.221
H: 3.23484 -0.30443 -1.92327  0.208
H: -1.54628 -1.37336 3.21639  0.212
H: -0.08920 -2.16500 -2.32731  0.224

Arrangement two

DFT (ωB97M-V/def2-TZVPD) results for a cluster of 2 separate species, C10H15NO2 in total.

Structure (SMILES): Cc1ccc(O)cc1.CCC(N)=O
E_LUMO in eV: 0.73
HOMO in eV: -8.163
Spin multiplicity: 1

Last column: natural (NBO) charge in e.
Positions of all 28 atoms, in Å:
O: -3.10156 0.21643 1.55486  -0.678
O: 1.63032 -1.73630 -1.54767  -0.612
N: 0.88374 -3.67791 -0.68619  -0.875
C: 1.08042 -0.79628 1.51435  -0.608
C: 0.74723 2.39185 -1.70601  -0.657
C: -0.34230 1.76813 -0.88974  0.004
C: -2.20526 0.76677 0.67217  0.286
C: -0.88728 0.54413 -1.26730  -0.205
C: -1.81038 0.00152 -0.39825  -0.281
C: -0.85169 2.60165 0.10342  -0.204
C: -1.81313 2.07828 0.94351  -0.292
C: 1.41199 -2.31454 -0.49571  0.698
C: 1.86604 -1.91920 0.87220  -0.527
H: 1.75338 2.10899 -1.30061  0.220
H: 1.07575 0.18011 0.99569  0.231
H: -0.39501 3.62309 0.21502  0.218
H: -2.24499 2.62629 1.83835  0.209
H: -3.09841 0.84284 2.44418  0.475
H: 0.56161 -4.28678 0.02426  0.395
H: 2.13189 -2.79191 1.48858  0.230
H: -2.33439 -1.00857 -0.58331  0.234
H: 0.68928 3.54484 -1.82929  0.212
H: 0.96275 1.94019 -2.72940  0.224
H: 1.37332 -0.57730 2.63058  0.217
H: 0.01361 -1.12381 1.51605  0.210
H: -0.75321 0.08589 -2.29549  0.237
H: 2.82862 -1.34452 0.56361  0.243
H: 0.82764 -3.74387 -1.64789  0.400

Need the numbers? Relative energies in hartree: arrangement one 0.0000; arrangement two 0.0654.

Arrangement one

DFT (ωB97M-V/def2-TZVPD) results for a structure of composition C24H27F3N3NiSb.

E_LUMO (alpha / beta) in eV: -6.11 / -7.05
Expectation value of S²: 2.006
HOMO (alpha / beta) in eV: -14.392 / -14.522
Spin multiplicity: 3
Net charge: +2

Last column: natural (NBO) charge in e.
Positions of all 59 atoms, in Å:
Sb: -0.53443 -0.12998 1.23364  1.047
Ni: -0.06310 -0.00186 -1.39534  1.259
F: 3.28481 4.78565 1.03616  -0.288
F: -3.00583 -0.00887 6.86785  -0.286
F: 3.31255 -5.02410 1.23111  -0.288
N: -1.26519 1.40470 -2.24975  -0.692
N: -1.23658 -1.39451 -2.29965  -0.690
N: 0.90962 0.14664 -3.25354  -0.721
C: 2.48710 3.72520 1.10979  0.423
C: -2.80235 -0.12060 3.28719  -0.200
C: -0.32959 2.32490 -2.93486  -0.248
C: -2.48934 -0.03246 5.64513  0.438
C: -1.42035 -0.08179 3.12747  -0.362
C: -2.48620 -0.71679 -2.72879  -0.248
C: 2.50481 -3.96910 1.25972  0.428
C: -0.39142 -1.98458 -3.36353  -0.248
C: 1.55170 3.65289 2.12759  -0.263
C: 2.49566 -3.11076 0.17183  -0.264
C: 0.72225 2.54421 2.19801  -0.132
C: 1.78033 1.62555 0.25831  -0.267
C: 0.32940 -0.89947 -4.15326  -0.248
C: 1.64052 -2.02228 0.22036  -0.233
C: 0.83117 1.50980 1.26997  -0.404
C: -3.34687 -0.09605 4.56066  -0.252
C: 1.69563 -3.76729 2.36291  -0.267
C: -2.24692 0.73932 -3.14661  -0.252
C: 0.72186 1.54375 -3.75072  -0.250
C: 0.82188 -1.76935 1.31743  -0.410
C: 0.85369 -2.66594 2.38366  -0.122
C: -1.11075 0.00925 5.50729  -0.251
C: 2.61967 2.72588 0.16000  -0.263
C: -0.57194 -0.01538 4.23314  -0.220
H: -3.16685 -0.74311 -1.87795  0.230
H: 0.16314 2.90763 -2.15532  0.233
H: 1.67566 -1.35500 -0.65312  0.148
H: -2.95938 -1.26558 -3.54598  0.234
H: -0.48513 0.06036 6.38761  0.257
H: 1.67126 2.07202 -3.68063  0.243
H: -1.48518 -2.13568 -1.65170  0.419
H: 1.96492 0.82296 -0.46811  0.175
H: 1.73113 -4.46946 3.18453  0.258
H: 0.46216 1.51353 -4.80821  0.222
H: 0.21372 -2.51609 3.24434  0.224
H: 3.37690 2.81402 -0.60678  0.246
H: -1.87477 0.80361 -4.16684  0.212
H: -0.97856 -2.61018 -4.04006  0.235
H: -4.41520 -0.12506 4.72291  0.256
H: -3.46449 -0.17044 2.43262  0.223
H: 1.48392 4.45791 2.84660  0.258
H: 0.33447 -2.62987 -2.86473  0.226
H: 1.11466 -1.35695 -4.75500  0.246
H: -0.34981 -0.41461 -4.85002  0.214
H: 3.14870 -3.30477 -0.66754  0.245
H: 0.50453 0.02037 4.11290  0.235
H: 1.90616 -0.02526 -3.17642  0.415
H: -0.01925 2.49718 2.98653  0.225
H: -0.86345 3.02332 -3.58230  0.232
H: -1.75620 1.92512 -1.52976  0.416
H: -3.19483 1.27745 -3.13074  0.246

Arrangement two

DFT (ωB97M-V/def2-TZVPD) results for a structure of composition C24H27F3N3NiSb.

E_LUMO (alpha / beta) in eV: -5.97 / -7.10
Expectation value of S²: 2.007
HOMO (alpha / beta) in eV: -14.347 / -14.458
Spin multiplicity: 3
Net charge: +2

Last column: natural (NBO) charge in e.
Positions of all 59 atoms, in Å:
Sb: -2.12977 1.58914 1.25843  1.057
Ni: -0.27063 0.58995 -0.35699  1.239
F: -6.02168 1.31846 6.01170  -0.286
F: 0.51016 7.19391 1.37485  -0.289
F: -5.48000 1.39613 -3.95380  -0.289
N: -0.53890 -1.38207 -0.65324  -0.692
N: 1.40479 0.17699 0.67015  -0.690
N: 0.85923 0.45523 -2.06788  -0.727
C: -1.61460 4.45390 2.32376  -0.121
C: 1.34994 -1.27570 0.97956  -0.249
C: -3.27648 0.47224 3.86348  -0.194
C: 0.23445 5.11828 0.34221  -0.264
C: -4.15710 0.42414 4.93068  -0.264
C: 0.65630 -2.08779 -0.11717  -0.254
C: -3.42655 1.44804 2.88114  -0.382
C: -4.46267 2.38016 2.96063  -0.204
C: -5.17524 1.36026 4.98977  0.448
C: -4.71904 1.27202 -0.43947  -0.234
C: -5.34719 2.33905 4.02417  -0.264
C: 2.28106 0.23097 -1.64289  -0.248
C: -4.79416 1.47289 -2.81694  0.428
C: -3.45847 1.83200 -2.86933  -0.266
C: -5.43841 1.19462 -1.62321  -0.246
C: -0.99887 5.69570 2.34815  -0.273
C: -0.73369 -1.50336 -2.11705  -0.250
C: 2.50934 0.64722 -0.19852  -0.250
C: -0.38980 3.88149 0.34073  -0.228
C: -3.37564 1.63715 -0.45239  -0.301
C: -0.08755 6.00665 1.35475  0.436
C: 0.29978 -0.66428 -2.89170  -0.250
C: -1.32769 3.54014 1.31323  -0.418
C: -2.75639 1.90898 -1.67405  -0.295
H: 2.35390 -1.67090 1.14928  0.235
H: 1.33170 -2.28748 -0.94632  0.212
H: -4.59015 3.14078 2.19834  0.232
H: -0.13779 3.19220 -0.46810  0.163
H: -6.48579 0.92475 -1.63441  0.258
H: -1.37701 -1.72103 -0.19257  0.417
H: 0.83345 1.29698 -2.63341  0.417
H: 3.47768 0.27940 0.14790  0.236
H: -0.18745 -0.24460 -3.76981  0.245
H: 1.45688 0.68812 1.54530  0.420
H: -3.00600 2.06998 -3.82272  0.246
H: 2.51581 -0.82111 -1.78184  0.214
H: 0.37099 -3.05953 0.28575  0.247
H: -4.06871 -0.31889 5.71093  0.256
H: -1.21240 6.42007 3.12216  0.257
H: 2.52258 1.73617 -0.11969  0.227
H: -0.68667 -2.54519 -2.43907  0.233
H: 2.95863 0.78657 -2.29064  0.247
H: 0.79616 -1.37601 1.91283  0.230
H: -2.32267 4.20692 3.10538  0.222
H: -2.47627 -0.25552 3.81140  0.218
H: 0.95146 5.40681 -0.41409  0.246
H: 1.12010 -1.28032 -3.25676  0.222
H: -6.16037 3.04561 4.11735  0.258
H: -1.72892 2.26958 -1.70811  0.189
H: -1.73949 -1.13592 -2.32543  0.234
H: -5.22017 1.04489 0.49381  0.236

Need the numbers? Relative energies in hartree: arrangement one 0.0060; arrangement two 0.0000.

Arrangement one

DFT (ωB97M-V/def2-TZVPD) results for a cluster of 2 separate species, C2H5FIN in total.

Structure (SMILES): C=C(F)I.N
E_LUMO in eV: 0.51
HOMO in eV: -9.338
Spin multiplicity: 1

Last column: natural (NBO) charge in e.
Positions of all 10 atoms, in Å:
I: -3.80160 -0.00960 -0.05482  0.124
F: -1.15820 -1.14876 0.08331  -0.341
N: 2.12308 -0.57743 -0.01044  -1.081
C: -0.95822 1.15299 -0.09011  -0.512
C: -1.69677 0.07059 -0.01108  0.248
H: 1.53283 -1.35583 -0.27612  0.365
H: 0.11866 1.07750 -0.07716  0.254
H: -1.41222 2.12375 -0.16472  0.225
H: 3.04526 -0.74628 -0.39807  0.360
H: 2.20717 -0.58691 0.99920  0.360

Arrangement two

DFT (ωB97M-V/def2-TZVPD) results for a cluster of 2 separate species, C2H5FIN in total.

E_LUMO (alpha / beta) in eV: -0.43 / -0.43
HOMO (alpha / beta) in eV: -9.624 / -9.623
Spin multiplicity: 1

Last column: natural (NBO) charge in e.
Positions of all 10 atoms, in Å:
I: -2.16623 0.08789 1.26091  0.266
F: -1.04155 -1.52990 -1.38069  -0.708
N: -0.30926 1.16359 -0.67772  -0.770
C: -0.44750 0.05280 0.07625  0.348
C: 0.91407 -0.48406 0.61802  -0.695
H: 1.33563 -0.04595 1.56256  0.246
H: 0.60026 -1.44619 0.99968  0.255
H: 1.67271 -0.54769 -0.07670  0.233
H: 0.56712 1.16907 -1.26074  0.408
H: -1.12526 1.58045 -1.12158  0.416

Need the numbers? Relative energies in hartree: arrangement one 0.0000; arrangement two 0.0486.

Arrangement one

DFT (ωB97M-V/def2-TZVPD) results for a cluster of 2 separate species, C2H7N3 in total.

Structure (SMILES): [H]/N=C\N.C=N
E_LUMO in eV: 0.98
HOMO in eV: -9.578
Spin multiplicity: 1

Last column: natural (NBO) charge in e.
Positions of all 12 atoms, in Å:
N: 0.05347 1.72027 1.06007  -0.907
N: 0.55935 -2.02360 -1.03808  -0.611
N: -2.28896 1.95442 0.56978  -0.615
C: 1.60386 -2.67200 -1.30473  -0.034
C: -1.25163 2.26824 1.21204  0.277
H: 0.16026 0.72702 0.89953  0.385
H: 0.55266 2.19240 0.31319  0.377
H: 2.46097 -2.11573 -1.68036  0.161
H: 1.74040 -3.72740 -1.06840  0.148
H: -2.02705 1.25695 -0.13314  0.327
H: -0.25666 -2.59605 -0.83349  0.337
H: -1.30666 3.01549 2.00359  0.155

Arrangement two

DFT (ωB97M-V/def2-TZVPD) results for a structure of composition C2H7N3.

E_LUMO in eV: 0.72
HOMO in eV: -8.692
Spin multiplicity: 1

Last column: natural (NBO) charge in e.
Positions of all 12 atoms, in Å:
N: 1.81876 -0.62289 0.04570  -0.840
N: 0.58059 1.54683 0.04565  -0.788
N: -0.45314 -0.44303 0.20763  -0.654
C: -1.80066 0.03522 -0.01907  -0.466
C: 0.71861 0.23872 0.05721  0.576
H: 1.55174 -1.57569 -0.02406  0.388
H: 2.74494 -0.24547 -0.13335  0.409
H: -1.30238 1.19277 -0.56849  0.283
H: -0.36054 -1.43582 0.04801  0.358
H: -2.60856 0.22167 1.13948  0.203
H: -2.48903 -0.79467 -0.90001  0.200
H: 1.59967 1.88235 0.10130  0.330

Need the numbers? Relative energies in hartree: arrangement one 0.0000; arrangement two 0.0675.